# 1
Entry from the OMol25 dataset: a structure of composition C16H16BN4O10 in a non-equilibrium geometry (ωB97M-V with the def2-TZVPD basis set).

```
47
Properties=species:S:1:pos:R:3:forces:R:3
C 4.7834 -2.2500 0.9304 0.3 -0.3 0.3
C 3.6135 -1.6563 0.2975 -1.5 0.6 -0.2
C 3.3623 -0.8029 -0.7897 -0.7 -1.3 0.4
C 2.1729 -1.2734 -1.3473 -0.2 0.5 0.8
C 1.4295 -2.2244 -0.3880 5.8 -1.3 -0.6
B 1.1034 2.7768 0.1062 0.1 -1.0 0.3
O 0.5844 1.9763 1.2237 2.3 -0.3 -1.1
C -0.6721 2.3716 1.2570 -2.2 1.3 -0.4
C -0.9048 3.6328 0.4265 1.2 -0.8 0.0
C -2.2357 4.3396 0.5578 0.2 0.0 0.0
C -0.6761 3.1856 -1.0840 -0.1 -0.2 -0.1
O 0.6386 2.5314 -1.1754 -0.6 0.3 0.7
C 0.3153 4.5672 0.8372 -0.1 0.9 0.1
O 1.6150 3.9958 0.4696 -0.2 0.0 -0.3
O 2.5181 -2.4452 0.5713 -0.2 0.2 0.4
H 5.6129 -1.5888 1.1802 -0.1 0.1 -0.1
H 4.4139 -2.7759 1.8237 0.5 0.1 -0.2
H 5.1076 -2.9908 0.1814 0.4 -0.1 0.4
H 3.8993 0.0930 -1.1286 0.0 -0.9 0.1
H 1.6233 -0.7824 -2.1084 0.2 0.3 -0.6
H 1.2244 -3.2295 -0.7366 0.0 -0.3 -0.4
H -1.4269 1.6298 1.4764 -0.1 0.2 0.1
H -2.2880 5.1108 -0.2215 -0.2 -0.1 0.2
H -3.0638 3.6364 0.4193 0.1 0.1 0.1
H -2.3108 4.8063 1.5423 -0.1 0.0 -0.1
H -1.4611 2.4462 -1.3575 0.5 0.4 0.1
H -0.7038 4.0346 -1.8010 0.0 -0.3 0.4
H 0.2278 5.5416 0.3184 0.1 -0.4 0.2
H 0.3873 4.7126 1.9271 -0.6 0.0 -0.4
O -3.9472 -4.5392 -1.4296 0.9 0.6 1.2
N -3.4616 -4.2107 -0.3265 0.5 -0.1 0.1
O -3.9473 -4.6148 0.7515 0.3 0.4 -0.7
C -2.2826 -3.3645 -0.2406 -0.7 -1.5 -0.6
C -1.9537 -2.7510 0.9726 0.9 0.2 0.1
C -0.8836 -1.9017 1.1099 0.2 -0.1 -0.1
N -1.1887 -0.9571 2.2820 -0.3 -0.5 0.7
O -0.7600 -1.3000 3.3955 -0.5 1.1 -1.7
O -2.0219 -0.0285 2.1113 1.8 -2.1 0.3
C 0.2219 -1.5709 -0.0304 -5.3 3.1 2.4
C -0.6178 -1.8664 -1.2540 0.2 2.4 -2.6
N -0.5497 -1.2017 -2.4585 -1.3 -1.4 1.1
O 0.1158 -0.2740 -2.9313 -1.0 -0.3 0.0
O -1.5612 -1.7792 -3.2865 1.1 0.5 -0.2
N -2.2361 -2.7867 -2.6413 2.1 0.6 2.3
C -1.6381 -2.8196 -1.4010 -3.2 -0.3 -1.5
H -2.6149 -2.9295 1.8156 -0.1 0.2 -0.1
H 0.4370 -0.4735 0.1533 -0.4 -0.9 -0.7
```
Positions in Å, forces in eV/Å.

* net charge: -1

***

# 2
Entry from the OMol25 dataset: an isolated molecule of C7H10 (ωB97M-V with the def2-TZVPD basis set).

```
17
Properties=species:S:1:pos:R:3:forces:R:3
C -1.0247 2.4552 0.2294 0.1 -0.5 0.0
C -0.7642 1.2784 0.2084 -0.1 0.4 0.0
C -0.4386 -0.1335 0.1188 0.1 0.1 0.0
C 0.9891 -0.5126 0.4949 0.0 -0.1 0.0
C 2.0458 0.3915 -0.1331 0.0 0.0 0.0
C -1.1302 -0.8928 -0.9957 0.0 0.0 -0.2
C -1.5330 -1.1272 0.4275 -0.1 -0.1 0.1
H -1.2533 3.4972 0.2246 0.0 -0.2 0.1
H 1.1504 -1.5534 0.1862 0.0 0.1 0.0
H 1.0898 -0.4913 1.5876 0.0 0.0 -0.1
H 1.9227 0.4503 -1.2196 0.0 0.0 0.1
H 3.0539 0.0196 0.0753 -0.1 0.0 0.0
H 1.9681 1.4081 0.2646 0.0 -0.1 -0.1
H -1.8078 -0.3305 -1.6307 0.1 -0.1 0.1
H -0.5551 -1.6601 -1.5079 -0.1 0.1 0.1
H -1.2238 -2.0560 0.9009 0.0 0.2 -0.1
H -2.4890 -0.7430 0.7687 0.1 0.0 -0.1
```
Positions in Å, forces in eV/Å.

***

| no. | orbital gap (eV) | molar mass (g/mol) | E_HOMO (eV) |
| --- | --- | --- | --- |
| 1 | 2.61 | 435.13 | -1.9427 |
| 2 | 10.46 | 94.16 | -9.3097 |